Entry 1:
Computed, not measured: C31H29ClIN5O3Rh as an isolated structure, with the ωB97M-V functional and the def2-TZVPD basis.

```
71
Properties=species:S:1:pos:R:3:mulliken_spin:R:1
Rh 13.02 8.18 15.32 2.480
Cl 10.76 5.62 21.84 0.001
C 11.65 6.35 20.50 0.007
C 12.81 7.11 20.69 -0.004
C 13.40 7.74 19.65 0.014
C 12.90 7.58 18.37 0.011
O 13.52 8.16 17.40 0.152
C 11.79 6.75 18.12 -0.011
C 11.35 6.24 16.84 -0.006
O 11.74 6.47 15.64 0.104
C 11.15 6.19 19.26 -0.005
H 13.22 7.27 21.74 0.000
H 14.31 8.32 19.76 0.000
H 10.58 5.57 16.99 0.003
H 10.22 5.56 19.13 -0.001
C 14.96 6.16 13.11 0.030
C 15.71 7.08 13.89 0.353
C 17.16 7.18 14.08 0.053
C 17.41 8.21 14.94 0.147
C 16.08 8.77 15.31 0.348
C 15.83 9.89 16.22 0.034
N 15.13 8.04 14.71 0.003
H 14.17 6.57 12.42 0.028
H 14.34 5.53 13.80 0.047
H 15.63 5.46 12.64 0.003
H 17.92 6.63 13.53 0.001
H 18.35 8.64 15.29 0.000
H 16.66 10.62 16.18 0.007
H 15.59 9.54 17.19 0.037
H 14.88 10.36 15.96 0.001
I 10.69 12.34 19.00 0.002
C 10.70 11.54 17.01 0.004
C 9.82 11.98 16.04 0.004
C 9.92 11.49 14.73 0.002
C 10.86 10.53 14.49 0.016
N 11.59 9.98 15.45 0.066
C 11.48 10.45 16.69 -0.004
H 9.14 12.78 16.31 0.000
H 9.31 11.89 13.97 0.001
H 11.21 10.18 13.58 0.004
H 12.21 10.05 17.42 0.001
C 7.48 10.91 11.15 0.000
C 8.85 10.55 10.63 0.000
C 8.82 9.50 9.71 0.000
C 9.92 9.19 8.95 0.000
C 11.09 9.96 9.08 0.000
N 12.20 9.67 8.26 0.000
C 13.52 9.66 8.57 0.000
O 14.39 9.91 7.83 0.000
N 13.76 9.43 9.96 0.000
C 13.02 8.60 10.79 0.008
C 12.20 7.59 10.35 0.002
C 11.41 6.90 11.29 -0.002
C 11.52 7.30 12.63 -0.008
N 12.33 8.25 13.04 0.070
C 13.04 8.95 12.17 -0.015
C 11.10 11.01 9.96 0.000
C 10.00 11.32 10.70 0.000
H 6.89 11.28 10.36 0.000
H 7.51 11.54 11.98 0.000
H 7.02 9.97 11.47 0.000
H 7.89 8.99 9.59 0.000
H 10.02 8.31 8.36 0.000
H 12.13 9.78 7.29 0.000
H 14.74 9.67 10.21 0.000
H 12.15 7.21 9.34 0.001
H 10.86 6.08 10.96 0.000
H 11.05 6.77 13.43 0.004
H 13.63 9.77 12.56 0.006
H 11.99 11.68 9.98 0.000
H 10.00 12.23 11.25 0.000
```

Computed properties:
HOMO-LUMO gap (spin up / spin down) = 0.285 / 0.226 Ha
spin multiplicity = 5
charge = +1
molecular weight = 784.87 g mol⁻¹


Entry 2:
Computed, not measured: C31H29ErN4S3 as an isolated structure, with the ωB97M-V functional and the def2-TZVPD basis.

```
68
Properties=species:S:1:pos:R:3:mulliken_spin:R:1
Er 0.01 -0.50 0.10 3.057
C -3.99 -0.94 -0.37 0.001
C -3.69 -0.34 0.97 -0.001
C -4.73 0.28 1.66 0.000
C -4.50 0.86 2.89 0.000
C -3.24 0.73 3.44 0.000
C -2.26 0.06 2.74 0.003
N -2.45 -0.41 1.49 0.000
C -0.93 -0.18 3.36 -0.005
C -0.74 -0.03 4.73 0.001
C 0.49 -0.31 5.28 0.000
C 1.51 -0.73 4.46 0.001
C 1.27 -0.83 3.09 -0.001
N 0.06 -0.59 2.57 -0.006
C 2.36 -1.27 2.18 -0.002
C 3.68 -1.14 2.55 -0.001
C 4.65 -1.66 1.71 0.000
C 4.27 -2.33 0.57 0.000
C 2.91 -2.42 0.25 0.000
C 2.49 -3.12 -1.00 0.001
N 1.98 -1.85 1.03 -0.002
H -4.99 -1.38 -0.35 0.000
H -3.26 -1.70 -0.63 -0.001
H -3.99 -0.17 -1.14 0.000
H -5.71 0.32 1.20 0.000
H -5.29 1.38 3.41 0.000
H -3.04 1.16 4.41 0.000
H -1.56 0.26 5.37 0.000
H 0.65 -0.23 6.35 0.000
H 2.48 -0.99 4.86 0.000
H 3.95 -0.60 3.44 0.000
H 5.70 -1.55 1.95 0.000
H 5.00 -2.78 -0.09 0.000
H 3.27 -3.79 -1.35 0.000
H 2.29 -2.38 -1.78 -0.001
H 1.57 -3.68 -0.84 0.000
C -1.61 2.59 -0.07 0.002
C -1.84 1.88 -1.37 -0.002
C -2.30 2.62 -2.48 0.000
C -2.48 2.00 -3.67 0.000
C -2.23 0.62 -3.80 -0.001
C -2.46 -0.05 -5.02 0.000
C -2.22 -1.39 -5.09 0.000
C -1.77 -2.09 -3.96 0.001
C -1.52 -1.48 -2.75 0.002
S -0.97 -2.48 -1.42 -0.008
C -1.76 -0.07 -2.66 -0.002
N -1.55 0.59 -1.47 -0.019
H -2.22 3.49 -0.02 0.000
H -0.56 2.86 0.03 -0.001
H -1.87 1.95 0.77 0.000
H -2.49 3.68 -2.36 0.000
H -2.82 2.56 -4.54 0.000
H -2.81 0.51 -5.87 0.000
H -2.39 -1.93 -6.02 0.000
H -1.58 -3.16 -4.03 0.000
C 4.11 2.50 0.14 0.000
C 2.91 1.68 -0.29 -0.001
S 1.62 1.55 0.91 -0.009
C 2.87 1.10 -1.50 0.001
C 4.02 1.24 -2.47 0.001
S 1.53 0.11 -2.08 -0.011
H 3.99 2.84 1.17 0.000
H 4.25 3.39 -0.48 0.000
H 5.04 1.92 0.08 0.000
H 4.57 2.17 -2.33 0.000
H 3.64 1.20 -3.49 0.000
H 4.72 0.41 -2.36 0.000
```

Computed properties:
HOMO-LUMO gap (spin up / spin down) = 0.185 / 0.185 Ha
spin multiplicity = 4
charge = 0
molecular weight = 721.06 g mol⁻¹


Entry 3:
Computed, not measured: C31H29F5IrN3O2STe as an isolated structure, with the ωB97M-V functional and the def2-TZVPD basis.

```
73
Properties=species:S:1:pos:R:3:mulliken_spin:R:1
Ir 0.54 -1.34 -0.22 0.007
C -1.33 -3.40 -2.17 0.001
C -1.68 -3.40 -0.72 0.000
C -2.78 -4.14 -0.27 0.000
C -3.10 -4.19 1.06 0.000
C -2.28 -3.55 1.99 0.001
C -1.19 -2.87 1.54 -0.003
N -0.91 -2.75 0.19 0.000
C -0.14 -2.34 2.42 0.001
C 0.00 -2.56 3.78 -0.002
C 1.18 -2.17 4.39 0.000
C 2.21 -1.62 3.63 0.000
C 1.99 -1.44 2.28 0.006
N 0.83 -1.74 1.74 -0.001
C 2.99 -1.12 1.26 -0.006
C 4.24 -0.66 1.54 0.000
C 5.15 -0.51 0.50 0.001
C 4.79 -0.90 -0.77 0.001
C 3.51 -1.40 -1.03 0.000
C 3.19 -1.98 -2.38 0.000
N 2.61 -1.45 -0.02 0.001
H -2.19 -3.71 -2.76 0.000
H -0.53 -4.13 -2.35 0.000
H -0.98 -2.44 -2.52 0.000
H -3.37 -4.68 -1.01 0.000
H -3.96 -4.76 1.40 0.000
H -2.50 -3.60 3.05 0.000
H -0.77 -3.07 4.34 0.000
H 1.32 -2.35 5.45 0.000
H 3.17 -1.41 4.08 0.000
H 4.52 -0.43 2.56 0.001
H 6.15 -0.14 0.69 0.000
H 5.49 -0.85 -1.59 0.000
H 4.12 -2.25 -2.88 0.000
H 2.70 -1.26 -3.02 0.000
H 2.55 -2.85 -2.29 0.000
F 1.39 0.21 -4.34 0.000
Te 0.61 0.70 -2.75 -0.008
F 1.20 0.60 -0.46 0.018
F -0.99 1.12 -1.69 0.005
F 2.34 1.31 -2.53 -0.002
F -0.83 0.71 -3.91 -0.001
O 0.52 -1.06 -2.22 -0.001
O -1.09 0.24 1.09 0.016
S -1.72 1.50 1.57 0.022
C -1.12 2.97 0.65 0.168
C 0.31 3.30 0.88 0.108
C 0.93 3.17 2.17 0.057
C 2.20 3.57 2.34 0.101
C 2.93 4.14 1.24 0.272
C 2.34 4.25 -0.06 0.087
C 1.07 3.82 -0.23 0.094
C -3.44 1.49 0.91 0.002
C -3.59 1.79 -0.54 0.004
C -3.46 0.76 -1.49 0.001
C -3.65 1.00 -2.86 0.001
C -3.93 2.29 -3.29 0.000
C -4.14 3.31 -2.36 0.003
C -3.93 3.06 -0.99 0.000
H -1.73 3.76 1.12 0.044
H -1.36 2.88 -0.41 -0.002
H 0.37 2.74 3.00 -0.001
H 2.69 3.49 3.31 0.003
H 3.95 4.47 1.39 0.002
H 2.91 4.65 -0.88 0.002
H 0.60 3.89 -1.21 -0.001
H -3.97 2.19 1.56 0.001
H -3.72 0.47 1.16 0.000
H -3.20 -0.24 -1.14 0.000
H -3.56 0.20 -3.58 0.000
H -3.95 2.52 -4.35 0.000
H -4.46 4.28 -2.69 0.000
H -4.09 3.86 -0.27 0.000
```

Computed properties:
HOMO-LUMO gap (spin up / spin down) = 0.158 / 0.149 Ha
spin multiplicity = 2
charge = +3
molecular weight = 922.47 g mol⁻¹


Entry 4:
Computed, not measured: C31H29F5IrN3O2STe as an isolated structure, with the ωB97M-V functional and the def2-TZVPD basis.

```
73
Properties=species:S:1:pos:R:3:mulliken_spin:R:1
Ir 0.23 -2.34 0.59 2.955
C 1.69 -3.93 -1.89 0.062
C 2.72 -3.24 -1.06 -0.023
C 4.08 -3.50 -1.26 0.004
C 5.02 -2.84 -0.51 0.000
C 4.61 -1.92 0.45 0.003
C 3.26 -1.72 0.64 0.064
N 2.35 -2.37 -0.11 0.137
C 2.71 -0.85 1.70 -0.031
C 3.47 -0.13 2.60 -0.001
C 2.82 0.56 3.62 0.007
C 1.44 0.50 3.73 0.000
C 0.73 -0.24 2.80 -0.013
N 1.37 -0.85 1.80 0.149
C -0.73 -0.48 2.86 0.069
C -1.54 -0.02 3.87 0.003
C -2.88 -0.39 3.88 -0.001
C -3.37 -1.19 2.87 0.000
C -2.52 -1.62 1.86 -0.036
C -3.03 -2.50 0.77 0.080
N -1.23 -1.26 1.87 0.111
H 2.00 -3.97 -2.93 0.000
H 0.72 -3.42 -1.86 0.001
H 1.54 -4.95 -1.55 -0.002
H 4.37 -4.22 -2.01 0.002
H 6.08 -3.04 -0.66 0.000
H 5.34 -1.40 1.05 0.002
H 4.55 -0.12 2.54 0.002
H 3.40 1.13 4.34 0.000
H 0.94 1.00 4.55 0.002
H -1.14 0.60 4.67 0.002
H -3.53 -0.05 4.68 0.000
H -4.41 -1.50 2.86 0.002
H -4.00 -2.15 0.41 -0.001
H -3.17 -3.52 1.15 0.005
H -2.35 -2.56 -0.09 -0.016
F -0.78 -6.55 2.14 0.004
Te 0.23 -5.05 2.31 0.028
F 1.20 -3.41 2.60 0.049
F 0.74 -5.54 3.99 -0.001
F -1.17 -4.12 3.10 0.005
F 1.83 -5.71 1.69 0.003
O -0.21 -4.35 0.65 0.266
O -0.34 -1.06 -1.16 0.077
S -0.66 0.18 -1.98 0.072
C -2.08 0.97 -1.13 0.031
C -2.45 2.32 -1.65 0.096
C -2.44 3.44 -0.83 0.082
C -2.78 4.72 -1.33 0.009
C -3.13 4.88 -2.67 0.178
C -3.12 3.78 -3.50 0.090
C -2.78 2.50 -3.00 0.008
C 0.73 1.32 -1.66 0.020
C 0.51 2.72 -2.16 0.105
C 0.32 2.95 -3.52 0.011
C 0.07 4.26 -4.00 0.086
C 0.02 5.33 -3.12 0.162
C 0.20 5.10 -1.76 0.001
C 0.44 3.79 -1.28 0.073
H -1.84 0.97 -0.06 -0.005
H -2.88 0.25 -1.31 0.018
H -2.20 3.33 0.22 0.000
H -2.80 5.57 -0.66 0.000
H -3.41 5.85 -3.05 -0.009
H -3.39 3.88 -4.55 -0.002
H -2.80 1.65 -3.66 -0.001
H 1.55 0.84 -2.19 0.015
H 0.91 1.27 -0.58 0.001
H 0.37 2.13 -4.22 -0.001
H -0.05 4.42 -5.06 -0.002
H -0.14 6.33 -3.49 -0.008
H 0.17 5.93 -1.07 0.000
H 0.60 3.63 -0.22 0.001
```

Computed properties:
HOMO-LUMO gap (spin up / spin down) = 0.296 / 0.167 Ha
energy relative to the best compared isomer or geometry (same formula, charge and spin) = 0.098 eV
spin multiplicity = 6
charge = +3
molecular weight = 922.47 g mol⁻¹


Entry 5:
Computed, not measured: one molecule with the formula C31H29F6N3O5S, with the ωB97M-V functional and the def2-TZVPD basis.

```
75
Properties=species:S:1:pos:R:3:mulliken_charge:R:1
F 3.59 -1.84 4.02 -0.192
C 2.73 -2.34 3.11 0.703
F 3.37 -2.47 1.89 -0.231
F 2.33 -3.57 3.53 -0.217
S 1.24 -1.12 2.78 1.109
C 0.08 -2.04 1.48 -0.857
C -1.23 -1.91 2.12 0.073
C -1.92 -0.70 2.15 0.447
C -3.21 -0.61 2.68 -1.263
C -3.72 -1.75 3.30 0.308
C -5.02 -1.64 4.03 0.891
F -5.83 -2.71 3.78 -0.271
F -4.83 -1.60 5.40 -0.254
F -5.73 -0.54 3.66 -0.276
C -3.07 -2.99 3.29 -1.111
C -1.82 -3.01 2.75 -0.312
O 0.52 -1.28 4.02 -0.584
O 1.69 0.16 2.25 -0.642
H 0.45 -3.01 1.87 -0.045
H -1.40 0.19 1.81 0.473
H -3.77 0.33 2.57 0.449
H -3.49 -3.94 3.68 0.372
H -1.23 -3.90 2.84 0.496
C 0.97 3.33 -4.65 -1.017
N 1.18 2.75 -3.34 0.283
C 1.72 3.49 -2.32 0.183
O 2.05 4.66 -2.46 -0.705
C 1.80 2.58 -1.09 0.250
C 1.20 3.21 0.14 -0.371
C 1.97 4.42 0.58 0.311
C 1.31 5.65 0.70 -0.225
C 2.02 6.80 1.05 -0.627
C 3.39 6.71 1.33 -0.386
C 4.06 5.47 1.25 -0.702
C 3.33 4.32 0.89 -0.213
N 1.02 1.41 -1.53 0.384
C 0.85 0.35 -0.66 -0.231
C 0.08 -0.77 -0.84 -0.449
C 0.07 -1.97 0.09 1.941
C -0.67 -3.19 -0.50 0.021
C -0.49 -4.42 0.12 -0.580
C -1.23 -5.52 -0.28 -0.357
C -2.05 -5.42 -1.39 -0.148
N -2.69 -6.66 -1.77 0.924
O -3.31 -6.87 -2.82 -0.583
O -2.55 -7.55 -0.90 -0.581
C -2.13 -4.23 -2.11 -1.007
C -1.47 -3.11 -1.64 -0.414
C 0.62 1.47 -2.94 0.226
C -0.92 1.46 -3.10 -1.382
C 1.22 0.38 -3.88 -1.569
H 1.41 4.31 -4.76 0.358
H 1.39 2.72 -5.45 0.302
H -0.09 3.48 -4.86 0.341
H 2.87 2.27 -0.99 0.273
H 0.14 3.46 -0.04 0.365
H 1.30 2.45 0.89 0.167
H 0.23 5.67 0.52 0.306
H 1.49 7.77 1.10 0.350
H 3.96 7.62 1.57 0.348
H 5.13 5.40 1.48 0.354
H 3.82 3.34 0.86 0.339
H 1.34 0.47 0.32 0.672
H -0.30 -0.75 -1.86 -0.830
H 1.23 -2.11 0.07 0.297
H 0.23 -4.58 0.93 0.452
H -1.13 -6.47 0.26 0.476
H -2.66 -4.15 -3.05 0.483
H -1.57 -2.12 -2.04 0.730
H -1.35 2.40 -2.73 0.366
H -1.25 1.40 -4.15 0.454
H -1.37 0.59 -2.58 0.275
H 2.28 0.60 -4.11 0.388
H 1.09 -0.63 -3.47 0.257
H 0.74 0.40 -4.87 0.437
```

Computed properties:
HOMO-LUMO gap = 0.261 Ha
energy relative to the best compared isomer or geometry (same formula, charge and spin) = 0.000 eV
charge = 0
structure (SMILES) = CN1C(=O)[C@@H](Cc2ccccc2)N(/C=C/[C@H](c2ccc([N+](=O)[O-])cc2)[C@H](c2ccc(C(F)(F)F)cc2)S(=O)(=O)C(F)(F)F)C1(C)C
molecular weight = 669.64 g mol⁻¹


Entry 6:
Computed, not measured: C31H30F6N5O4P2PdS3 as an isolated structure, with the ωB97M-V functional and the def2-TZVPD basis.

```
82
Properties=species:S:1:pos:R:3:mulliken_charge:R:1
Pd -0.74 -1.25 -0.28 -0.040
C -3.39 -0.84 -2.76 -1.248
N -2.58 0.33 -2.41 0.401
P -1.19 0.68 -3.39 -0.008
C -2.02 1.04 -4.99 0.613
C -1.30 0.91 -6.18 -0.670
C -1.85 1.30 -7.39 -0.583
C -3.13 1.83 -7.43 -0.490
C -3.86 1.96 -6.26 -0.721
C -3.30 1.58 -5.05 -0.152
C -0.40 -0.94 -3.73 0.438
C -0.91 -1.94 -4.56 -0.195
C -0.28 -3.17 -4.64 -0.750
C 0.86 -3.42 -3.90 -0.562
C 1.39 -2.43 -3.08 -0.260
C 0.76 -1.20 -3.01 -0.887
P -2.12 0.35 -0.71 1.024
C -3.78 0.22 0.06 -0.160
C -4.04 -0.84 0.91 -0.152
C -5.29 -0.98 1.51 -0.662
C -6.29 -0.06 1.25 -0.445
C -6.04 1.01 0.39 -0.728
C -4.79 1.15 -0.20 -0.128
C -1.77 2.12 -0.46 0.560
C -2.21 3.14 -1.30 0.034
C -1.94 4.47 -0.99 -0.919
C -1.23 4.78 0.16 -0.550
C -0.79 3.77 1.00 -0.454
C -1.05 2.45 0.69 -0.940
H -3.59 -0.83 -3.83 0.427
H -4.34 -0.80 -2.23 0.414
H -2.88 -1.78 -2.51 0.232
H -0.30 0.50 -6.15 0.403
H -1.28 1.19 -8.30 0.385
H -3.57 2.13 -8.38 0.356
H -4.86 2.37 -6.28 0.392
H -3.87 1.68 -4.13 0.316
H -1.80 -1.75 -5.15 0.378
H -0.69 -3.94 -5.28 0.387
H 1.34 -4.39 -3.93 0.408
H 2.27 -2.63 -2.48 0.440
H 1.16 -0.42 -2.36 0.503
H -3.25 -1.56 1.09 0.236
H -5.48 -1.81 2.17 0.439
H -7.26 -0.17 1.71 0.363
H -6.82 1.73 0.18 0.405
H -4.60 1.98 -0.86 0.343
H -2.76 2.90 -2.20 0.399
H -2.27 5.25 -1.66 0.407
H -1.02 5.82 0.40 0.364
H -0.22 4.01 1.89 0.507
H -0.66 1.66 1.32 0.289
C 2.84 0.80 7.20 -1.090
C 1.80 1.77 6.66 -0.355
C 1.09 1.25 5.44 0.386
N 1.22 1.75 4.27 -0.902
N 0.52 1.08 3.30 0.110
C -0.14 0.07 3.77 0.468
N -0.97 -0.72 3.04 0.097
S 0.05 -0.15 5.49 -0.229
H 3.37 1.23 8.05 0.338
H 3.58 0.56 6.42 0.324
H 2.39 -0.14 7.52 0.327
H 2.26 2.71 6.36 0.252
H 1.06 2.00 7.43 0.266
H -0.82 -0.71 2.02 -0.353
H -1.08 -1.67 3.37 0.274
F 3.54 -3.12 1.80 -0.236
C 2.44 -2.61 1.25 0.611
F 2.81 -1.75 0.29 -0.217
F 1.76 -1.95 2.18 -0.161
S 1.42 -3.92 0.46 0.838
O 0.37 -3.15 -0.21 -0.352
O 2.30 -4.64 -0.40 -0.646
N 0.97 -4.68 1.74 -0.523
S -0.20 -5.74 1.78 1.072
O -0.10 -6.48 3.01 -0.680
O -0.42 -6.42 0.54 -0.625
C -1.75 -4.75 2.02 0.607
F -2.20 -4.22 0.89 -0.214
F -1.55 -3.75 2.90 -0.301
F -2.70 -5.54 2.53 -0.244
```

Computed properties:
HOMO-LUMO gap = 0.261 Ha
energy relative to the best compared isomer or geometry (same formula, charge and spin) = 0.000 eV
charge = -1
molecular weight = 915.17 g mol⁻¹